# 1
Formula: C3H11N2
Source: the Open Molecules 2025 dataset
Level of theory: ωB97M-V/def2-TZVPD

Computed properties:
- gap between HOMO and LUMO (eV) = 11.2
- charge = +1
- max |F| (Eh/bohr) = 0.0296
- SMILES string = C[NH2+]CCN

Geometry (Å):
C 1.9036 0.4851 0.4726
N 0.8212 -0.5164 0.2278
C -0.5241 -0.3186 0.8634
C -1.4779 0.4015 -0.1403
N -1.1581 -0.0805 -1.4705
H 2.4762 0.4662 -0.4636
H 2.5811 0.0840 1.2375
H 1.4407 1.4301 0.7129
H 1.1371 -1.4787 0.3278
H 0.5508 -0.4898 -0.7851
H -0.9467 -1.2976 1.1218
H -0.3027 0.1395 1.8560
H -2.4625 0.0018 0.0970
H -1.3885 1.4841 -0.0773
H -1.6795 -0.8871 -1.7717
H -0.9706 0.5763 -2.2084

=====

# 2
Formula: C3H11N2
Source: the Open Molecules 2025 dataset
Level of theory: ωB97M-V/def2-TZVPD

Computed properties:
- gap between HOMO and LUMO (alpha / beta) (eV) = 10.9 / 4.4
- charge = +2
- multiplicity = 2
- max |F| (Eh/bohr) = 0.1333

Geometry (Å):
C -1.0650 1.6194 1.8784
C -1.0318 1.8067 0.3249
H -0.0718 1.3654 2.1081
H -1.6864 0.7393 2.1001
H -1.2685 2.5166 2.5070
H -1.9221 2.1575 -0.2269
H -0.2195 2.5338 0.1761
H -0.7599 0.9061 -0.1126
N 0.3503 -1.9333 -0.0393
C 0.7169 -1.5393 -1.2237
N 1.8675 -1.5542 -1.9249
H 0.0733 -1.5350 0.8274
H 0.6224 -2.9459 0.2883
H -0.0033 -0.8936 -1.6914
H 2.0405 -0.9332 -2.6344
H 2.3574 -2.3103 -2.3571

=====

# 3
Formula: C3H11N2O
Source: the Open Molecules 2025 dataset
Level of theory: ωB97M-V/def2-TZVPD

Computed properties:
- gap between HOMO and LUMO (eV) = 7.4
- charge = -1
- max |F| (Eh/bohr) = 0.0420

Geometry (Å):
C -1.3497 0.5799 -2.2864
O -1.0441 0.0018 -1.0663
H -1.0118 -0.0098 -3.1841
H -2.4201 0.7106 -2.4584
H -0.9310 1.6075 -2.4276
N 1.3328 -0.8574 -0.6455
C 0.9935 -0.9588 0.7693
C 0.6140 0.4493 1.2814
N -0.1161 0.3879 2.5423
H 0.3917 -0.4826 -1.1059
H 1.6212 -1.7745 -1.0166
H 1.8309 -1.3502 1.3744
H 0.1080 -1.5971 0.9762
H 1.4627 1.1277 1.4217
H -0.0454 0.8695 0.5121
H -0.3700 1.2905 2.9613
H -1.0665 0.0056 2.3518

=====

# 4
Formula: C3H11N2O
Source: the Open Molecules 2025 dataset
Level of theory: ωB97M-V/def2-TZVPD

Computed properties:
- gap between HOMO and LUMO (alpha / beta) (eV) = 3.6 / 11.1
- multiplicity = 2
- max |F| (Eh/bohr) = 0.0374

Geometry (Å):
C -1.6772 1.7743 0.0524
C -0.6459 1.1599 0.9489
O 0.2765 0.4858 0.5075
N -0.8022 1.3758 2.2676
H -2.4297 1.1266 -0.3960
H -1.2543 2.3869 -0.7418
H -0.0835 1.1505 2.9371
H -1.5209 1.9914 2.5946
H -2.2921 2.5013 0.6017
C 1.0738 -1.9983 -1.7271
N 1.5708 -1.4408 -0.4540
H 2.0143 -0.5163 -0.5294
H 0.8148 -1.3760 0.2415
H 2.1864 -2.1726 -0.0281
H 1.7851 -2.6269 -2.2589
H 0.7936 -1.1998 -2.4083
H 0.1906 -2.6218 -1.6078

=====

E (computed, Eh): -230.15742, -229.51559, -305.61816, -305.54234
Molar mass (computed, Da): 75.13, 75.13, 91.13, 91.13
Energy above the lowest of the compared OMol25 structures with the same formula, charge and spin (computed, kcal per mole): 15.66, 115.63, 18.28, 18.50